[1]
Formula: C31H54N3O7P
Source: the Open Molecules 2025 dataset
Level of theory: the ωB97M-V functional and the def2-TZVPD basis

LUMO (spin up / spin down): 0.6 / 0.0 eV
Electronic energy: -61111.034 eV
2S+1: 3
Gap between HOMO and LUMO (spin up / spin down): 9.143 / 8.603 eV
Maximum force: 2.60 eV Å⁻¹

```
96
Properties=species:S:1:pos:R:3:mulliken_charge:R:1
C 2.58816 2.67394 5.20799 -0.80
C 1.62206 2.79106 4.30655 -0.28
N 1.73720 3.39643 2.99914 0.80
C 2.52380 2.58684 2.05174 -1.16
C 1.55558 2.01023 0.92647 0.25
C 2.04033 2.54508 -0.43668 -1.71
O 0.26483 2.57166 1.12756 0.65
C -0.77922 1.61208 1.14750 -1.81
C -2.05613 2.38982 1.41351 1.06
C -2.59728 2.41713 2.65867 -0.29
C -3.75033 3.18066 2.82925 -0.91
C -4.26919 3.86158 1.77184 -0.52
C -3.71352 3.82060 0.50315 -0.90
C -2.58556 3.06887 0.32014 -0.15
C 2.09481 4.72879 3.03748 0.38
O 2.25266 5.41978 4.01833 -0.58
O 2.20554 5.29698 1.76409 -0.21
P 0.91980 6.33573 1.42065 0.01
O 0.57782 6.11777 -0.17533 -0.42
O -0.40470 5.73480 2.18689 -0.50
H 3.39425 3.39530 5.29486 0.26
H 2.51534 1.84928 5.90998 0.27
H 0.64092 2.38564 4.55572 0.18
H 3.29890 3.16160 1.54674 0.55
H 3.00223 1.76679 2.58694 0.35
H 1.55077 0.91592 0.93519 0.46
H 2.16332 3.62488 -0.32213 0.37
H 1.19972 2.40505 -1.12542 0.40
H 2.94626 2.03556 -0.78292 0.43
H -0.86633 1.16434 0.14592 0.39
H -0.63798 0.82221 1.89590 0.50
H -2.13712 1.86823 3.47167 0.42
H -4.17766 3.21478 3.82485 0.44
H -5.14963 4.47540 1.93888 0.41
H -4.11409 4.37800 -0.33525 0.45
H -2.09693 3.01115 -0.64599 0.51
H -0.36667 5.97323 -0.32208 0.31
H -0.49494 4.77369 2.02162 0.36
C -6.12433 -1.74301 1.54474 -1.92
C -5.18392 -1.31781 0.38561 2.33
C -5.81946 -1.67624 -0.96216 -1.39
C -5.78652 -3.17079 -1.27373 -0.47
C -4.36696 -3.71876 -1.13851 -1.26
C -3.72980 -3.39858 0.21616 1.75
N -3.84203 -1.94972 0.56023 0.42
O -2.97323 -1.28972 -0.14649 -0.58
C -4.39225 -4.26702 1.30325 -1.80
C -2.27031 -3.85240 0.20414 -2.02
C -5.10226 0.20396 0.48407 -2.33
H -6.68775 -0.89555 1.93383 0.49
H -6.85782 -2.49146 1.24158 0.35
H -5.56590 -2.13795 2.39284 0.35
H -5.29558 -1.14668 -1.76469 0.39
H -6.85222 -1.32126 -0.98384 0.36
H -6.47066 -3.71520 -0.61679 0.30
H -6.14673 -3.33800 -2.29101 0.39
H -4.37766 -4.80023 -1.29241 0.39
H -3.75280 -3.30298 -1.94403 0.36
H -4.02406 -3.99878 2.29522 0.37
H -4.15507 -5.31951 1.14426 0.44
H -5.47806 -4.20328 1.31498 0.35
H -1.69997 -3.39836 -0.60517 0.39
H -2.21731 -4.93216 0.06422 0.42
H -1.77755 -3.61246 1.14831 0.45
H -4.64865 0.52972 1.42255 0.54
H -6.10613 0.62734 0.44002 0.53
H -4.53890 0.64914 -0.33503 0.42
C 4.37529 -1.69369 -4.67763 -1.77
C 4.85784 -0.83016 -3.48198 2.03
C 6.29379 -1.21191 -3.10370 -1.36
C 6.39975 -2.55191 -2.38095 -0.47
C 5.45660 -2.59221 -1.18182 -1.32
C 4.01104 -2.24692 -1.54651 1.88
N 3.91614 -0.97895 -2.33215 0.40
O 4.08798 0.01986 -1.52065 -0.58
C 3.39449 -3.41948 -2.33340 -1.85
C 3.17727 -2.16707 -0.26760 -2.06
C 4.87222 0.60440 -4.01269 -2.06
H 4.44075 -1.14745 -5.61797 0.49
H 4.96213 -2.60420 -4.80539 0.32
H 3.32792 -1.97543 -4.57469 0.34
H 6.71835 -0.43795 -2.45597 0.40
H 6.91332 -1.23287 -4.00305 0.35
H 6.18308 -3.37615 -3.06629 0.30
H 7.42697 -2.70221 -2.04235 0.39
H 5.49237 -3.58298 -0.72318 0.40
H 5.82416 -1.89270 -0.42381 0.36
H 2.39245 -3.16862 -2.68629 0.38
H 3.30131 -4.29766 -1.69362 0.46
H 3.98758 -3.73418 -3.18925 0.33
H 3.57688 -1.44641 0.44523 0.34
H 3.16714 -3.13604 0.23145 0.45
H 2.14350 -1.89406 -0.48984 0.52
H 3.86702 0.93067 -4.28661 0.46
H 5.49960 0.66022 -4.90204 0.51
H 5.27991 1.31290 -3.29283 0.35
```

***

[2]
Formula: C31H55BrF7I2N5OSSi2
Source: the Open Molecules 2025 dataset
Level of theory: the ωB97M-V functional and the def2-TZVPD basis

LUMO: -2.8 eV
Electronic energy: -174391.241 eV
Gap between HOMO and LUMO: 2.352 eV
Maximum force: 3.13 eV Å⁻¹

```
105
Properties=species:S:1:pos:R:3:mulliken_charge:R:1
C 1.81572 5.43279 4.91202 -1.02
C 2.48873 4.06632 5.02332 -0.38
S 1.45509 2.72246 4.36774 0.03
C 2.19351 2.65827 2.70457 -1.23
N 1.72574 1.49894 1.93698 0.33
C 1.95074 0.18603 2.55823 -0.99
C 0.68557 -0.64964 2.57985 0.11
N 0.60491 -1.90188 2.60328 -0.69
C 1.15713 1.62564 0.73844 -0.31
N 0.64912 2.80417 0.27749 1.77
C -0.49985 3.53528 0.89143 -1.56
C -0.84483 3.25128 2.34587 0.53
C -2.29483 3.72721 2.61673 0.53
C -3.26868 2.54001 2.53149 -0.96
C -2.34839 4.36484 4.01240 -1.20
C -3.73963 4.83152 4.46696 -0.84
C -4.30299 5.85516 3.52037 -0.50
C -5.32991 5.72954 2.68439 1.24
C -5.64331 6.81648 1.67826 -1.54
C -6.30680 4.58150 2.68816 -1.63
C 0.59301 2.60333 -1.21119 -2.22
I -0.48870 4.11937 -2.30041 0.27
C 2.03948 2.80311 -1.73037 -0.19
C 2.67465 4.10798 -1.21100 -1.35
C 0.08167 1.09571 -1.23574 3.10
C -1.25293 0.72046 -0.50205 -0.06
C -2.66801 0.64630 -1.04468 0.19
O -3.30183 -0.30233 -0.89469 -0.44
Br -3.51940 2.22073 -1.74517 -0.18
C 0.14706 0.42145 -2.64666 0.50
F 1.30823 0.69909 -3.25196 -0.31
F -0.82661 1.05909 -3.33745 -0.33
C -0.09314 -1.14445 -2.81427 0.80
F 1.03059 -1.68778 -3.28406 -0.23
F -0.37712 -1.71047 -1.62775 -0.29
C -1.20579 -1.53125 -3.83533 0.41
F -2.38544 -1.01658 -3.49828 -0.20
F -0.87078 -1.08444 -5.03596 -0.26
F -1.30589 -2.83724 -3.85980 -0.21
N 1.06110 0.59947 -0.16488 -1.04
I 2.63187 -0.65524 -0.64460 0.31
H 0.84689 5.43359 5.41432 0.24
H 2.45523 6.20692 5.34674 0.42
H 1.65802 5.69186 3.85875 0.21
H 3.42671 4.05582 4.46030 0.28
H 2.70753 3.80069 6.05992 0.47
H 3.27676 2.54572 2.83523 0.81
H 2.01208 3.57007 2.13339 0.50
H 2.22930 0.37949 3.59938 0.54
H 2.78542 -0.34845 2.10377 0.49
H -0.24158 -0.06189 2.62630 0.42
H 1.51687 -2.36069 2.54284 0.25
H -0.31727 4.60564 0.75522 0.49
H -1.38637 3.31685 0.28587 0.53
H -0.16088 3.78996 3.00850 -0.71
H -0.75061 2.18359 2.58834 0.06
H -2.57542 4.47569 1.86540 0.50
H -4.27986 2.84595 2.25688 -0.21
H -3.30764 2.02115 3.49737 0.40
H -2.93968 1.79836 1.79457 0.13
H -1.65307 5.21601 4.05007 0.40
H -1.96053 3.61938 4.72252 0.43
H -3.62865 5.26289 5.46878 0.44
H -4.40727 3.97036 4.56640 0.31
H -3.76700 6.80680 3.51287 0.34
H -4.73146 7.33642 1.37200 0.41
H -6.34080 7.55402 2.09076 0.32
H -6.11564 6.38161 0.79224 0.38
H -6.19414 3.92847 1.81472 0.29
H -6.22504 3.96359 3.58513 0.33
H -7.32478 4.98352 2.63843 0.48
H 2.67825 1.97036 -1.44115 -0.20
H 2.02561 2.80906 -2.81835 0.95
H 3.21301 4.60866 -2.01711 0.34
H 3.41302 3.89014 -0.43092 0.33
H 1.94877 4.80050 -0.78259 0.27
H -1.09078 -0.29983 -0.15299 0.30
H -1.32546 1.32990 0.39780 -0.92
C 4.45934 -9.84951 -2.60799 -1.04
Si 2.87092 -8.95284 -3.12262 0.13
C 1.59433 -9.38551 -1.77834 -1.06
C 2.27640 -9.84393 -4.69368 -1.05
N 3.16982 -7.32555 -3.30693 -0.05
Si 2.14232 -6.10374 -3.73864 0.02
C 0.68565 -5.79573 -2.54564 -0.78
C 1.36550 -6.23514 -5.46910 -1.04
C 3.08522 -4.45484 -3.74651 -0.69
H 4.30204 -10.92507 -2.47290 0.27
H 5.23157 -9.71129 -3.36858 0.26
H 4.83223 -9.44034 -1.66558 0.25
H 1.59429 -10.45676 -1.54811 0.35
H 0.57949 -9.11824 -2.08741 0.29
H 1.82438 -8.84187 -0.85854 0.26
H 2.92316 -9.58477 -5.53528 0.26
H 1.25153 -9.56204 -4.95242 0.29
H 2.29502 -10.93294 -4.57435 0.34
H -0.06295 -6.58913 -2.61804 0.36
H 0.17525 -4.84615 -2.75427 0.05
H 1.05056 -5.76741 -1.51545 0.25
H 2.13838 -6.47245 -6.20345 0.27
H 0.88019 -5.30056 -5.77659 0.33
H 0.60827 -7.02305 -5.50531 0.30
H 3.91688 -4.47840 -4.45400 0.33
H 3.49179 -4.26904 -2.74624 0.12
H 2.42991 -3.61817 -4.01742 0.01
```

***

[3]
Formula: C31H55BrNP3Pd
Source: the Open Molecules 2025 dataset
Level of theory: the ωB97M-V functional and the def2-TZVPD basis

Total charge: +4
LUMO (spin up / spin down): -13.4 / -15.5 eV
Electronic energy: -135873.503 eV
2S+1: 5
Gap between HOMO and LUMO (spin up / spin down): 5.641 / 4.466 eV
Maximum force: 3.62 eV Å⁻¹

```
92
Properties=species:S:1:pos:R:3:mulliken_charge:R:1
N -4.70217 3.15729 -3.58445 -0.38
C -4.72168 3.58608 -2.31818 -0.55
C -4.00508 2.96380 -1.29393 -0.61
C -3.10503 1.90710 -1.63152 0.52
C -3.21710 1.39220 -2.95535 -0.13
C -3.97351 2.08039 -3.89502 -0.66
C -2.03365 1.51746 -0.78373 0.31
Pd -0.02588 -0.03565 0.03711 0.78
P 2.26083 -0.34268 0.03349 0.79
C -0.80079 1.08702 -1.38333 -0.87
C 0.21885 2.13966 -1.71727 0.88
C 1.00821 1.93518 -2.85062 -0.51
C 2.13593 2.72168 -3.07309 -0.50
C 2.41643 3.77020 -2.17465 -0.18
C 1.48247 4.12965 -1.18490 -0.59
C 0.38550 3.29725 -0.94338 -0.17
Br 4.01503 4.66611 -2.29852 0.27
H -2.08933 1.77551 0.27534 -0.22
H -0.91900 0.40107 -2.23057 0.90
H -4.09280 3.32911 -0.27726 0.51
H -2.68638 0.48641 -3.25395 0.39
H -5.33889 4.46627 -2.11684 0.43
H -3.98015 1.74770 -4.93515 0.41
H 0.72906 1.14306 -3.54133 0.55
H -0.34912 3.56721 -0.17529 0.45
H 2.76465 2.54363 -3.92819 0.59
H 1.62834 5.03518 -0.60064 0.53
P -0.92729 -2.14250 -0.81057 1.34
C 3.22308 1.17587 0.50980 -0.41
C 4.69199 1.30742 0.10171 -1.68
H 3.15201 1.23840 1.60560 0.66
H 2.65016 2.01127 0.07623 0.06
H 5.04212 2.28137 0.46798 0.44
H 5.33859 0.54251 0.55842 0.27
H 4.83819 1.29951 -0.98786 0.39
C 3.15290 -0.83140 -1.50152 -0.21
C 4.48148 -1.57635 -1.41950 -1.68
H 3.28901 0.11046 -2.04657 0.22
H 2.47489 -1.44135 -2.10245 0.49
H 4.77211 -1.82680 -2.44776 0.45
H 5.29389 -0.96968 -1.00593 0.34
H 4.42593 -2.51788 -0.86151 0.40
C 2.79008 -1.58936 1.29069 0.18
C 4.22108 -1.55437 1.83334 -1.48
H 2.59026 -2.56309 0.81445 0.27
H 2.07884 -1.48978 2.12911 -0.12
H 4.32810 -2.43350 2.48276 0.42
H 4.99236 -1.62661 1.05685 0.32
H 4.41933 -0.66318 2.44222 0.38
C -0.49016 -3.42861 0.43595 0.08
C -1.40712 -4.64852 0.61540 -1.51
H -0.42025 -2.88576 1.39624 -0.12
H 0.52539 -3.77101 0.18104 0.33
H -2.41437 -4.37531 0.95781 0.31
H -1.50652 -5.24001 -0.30556 0.38
H -0.97023 -5.30453 1.38378 0.44
C 0.24848 -2.36485 -2.21955 0.67
C -0.26100 -2.76294 -3.59572 -1.64
H 1.01871 -3.06325 -1.87305 0.76
H 0.70916 -1.37100 -2.33111 -1.08
H -0.89567 -3.65369 -3.57150 0.39
H -0.83258 -1.95335 -4.06604 0.30
H 0.59089 -2.97445 -4.25423 0.41
C -2.52289 -2.62690 -1.53151 -0.81
C -3.78829 -2.38964 -0.71064 -1.09
H -2.44785 -3.69647 -1.77958 0.54
H -2.61227 -2.09397 -2.48960 0.48
H -4.65991 -2.65030 -1.32949 0.44
H -3.83457 -3.00697 0.19000 0.21
H -3.89791 -1.33891 -0.42314 0.16
C -3.69883 0.45229 2.69075 -1.12
C -2.40826 1.26381 2.81820 -0.96
P -0.84939 0.44035 2.28049 0.80
C 0.45235 1.69400 2.58407 0.51
C 0.65579 2.19875 4.00338 -1.49
C -0.65474 -0.99630 3.39104 -0.34
C -0.92523 -0.74666 4.87316 -1.20
H -3.94444 0.25817 1.63837 0.18
H -4.52823 1.03498 3.11946 0.46
H -3.64652 -0.50713 3.22281 0.30
H -2.49666 2.19557 2.24014 0.61
H -2.25706 1.56846 3.86604 0.60
H 1.38893 1.24728 2.21941 -0.96
H 0.23332 2.53265 1.90090 0.12
H 1.12659 1.43861 4.63843 0.39
H 1.34810 3.04961 3.95028 0.44
H -0.27407 2.55397 4.46229 0.36
H -1.36029 -1.75318 3.00949 0.48
H 0.35657 -1.40496 3.24601 0.20
H -1.98316 -0.53077 5.06916 0.35
H -0.67642 -1.66173 5.42467 0.43
H -0.31323 0.06380 5.28765 0.23
```